(1)
Below is 2 unconnected molecules or ions with the total composition C5H8N in a non-equilibrium geometry, with properties calculated with the ωB97M-V functional and the def2-TZVPD basis.

Computed properties:
- E (eV) = -6794.1373
- energy above the lowest of the compared OMol25 structures with the same formula, charge and spin (eV) = 3.951
- lowest unoccupied orbital energy (eV) = -5.9
- Kohn-Sham gap (eV) = 8.37
- net charge = +1

Last column: natural (NBO) charge in e.
Element x y z (Å)
N: 0.18 -1.96 0.48  -0.61
C: -0.15 -0.88 -0.23  0.28
C: 0.04 0.53 -2.15  -0.14
C: -0.27 1.50 2.77  -0.22
C: 0.55 -0.28 -1.25  -0.37
C: -0.35 2.07 1.73  -0.26
H: 0.67 0.74 -3.04  0.24
H: -0.34 -2.27 1.22  0.43
H: -0.97 -0.22 0.07  0.25
H: -0.65 0.93 3.61  0.25
H: -0.12 2.49 0.78  0.23
H: 0.99 -2.49 0.11  0.44
H: 1.57 -0.54 -1.47  0.25
H: -1.06 0.76 -2.30  0.23

(2)
Below is a molecular structure, C48H43BiN4O3S2Sb in a non-equilibrium geometry, with properties calculated with the ωB97M-V functional and the def2-TZVPD basis.

Computed properties:
- E (eV) = -96627.3490
- energy above the lowest of the compared OMol25 structures with the same formula, charge and spin (eV) = 0.251
- lowest unoccupied orbital energy (eV) = 2.4
- Kohn-Sham gap (eV) = 6.62
- net charge = -1

Last column: Mulliken charge in e.
Element x y z (Å)
Bi: -0.03 -0.18 1.02  2.07
Sb: -1.72 -1.09 -3.34  0.92
S: 0.31 -1.70 3.17  -0.66
S: -1.00 1.34 -1.07  0.16
O: 1.37 -1.91 0.16  -0.25
O: -2.04 0.35 1.98  -0.83
O: 0.09 -3.69 -3.16  -0.52
N: -1.27 -1.77 0.02  0.28
N: 1.98 0.97 -0.79  1.35
N: -0.61 -2.75 -0.65  -0.49
N: 2.27 0.52 2.40  0.57
C: -4.50 2.94 -3.34  -0.66
C: -1.58 -0.52 -6.44  -0.10
C: 2.09 4.66 -1.33  -0.95
C: -5.09 1.73 -3.04  -0.66
C: 3.11 0.75 0.08  -0.85
C: -0.96 -0.37 -7.67  -0.84
C: -2.47 1.81 -3.93  -0.58
C: 3.30 -5.37 -1.17  -0.72
C: 2.64 -3.08 3.20  -0.79
C: -5.59 0.63 1.57  -0.47
C: 0.41 -0.49 -7.78  -0.48
C: -3.19 2.99 -3.79  -0.52
C: 2.05 -1.83 2.99  0.89
C: -0.19 3.91 -1.35  -0.90
C: -2.56 -1.75 -0.10  -0.57
C: 0.73 4.93 -1.45  -0.70
C: 2.52 -4.43 -0.53  -0.59
C: 1.96 -5.14 -3.14  -0.67
C: -3.17 -3.82 -3.19  -0.21
C: 1.16 -0.78 -6.65  -0.76
C: -4.31 0.78 2.05  -0.75
C: -0.84 -0.85 -5.31  0.70
C: 1.14 -4.22 -2.49  0.08
C: -3.20 0.09 1.50  0.62
C: 1.44 -3.85 -1.17  -0.15
C: 2.50 3.35 -1.12  -0.14
C: 4.00 -3.27 3.03  -0.64
C: -3.16 -2.63 -3.91  0.79
C: 1.58 2.31 -1.02  -1.21
C: -4.07 -4.83 -3.50  -0.89
C: 2.86 -0.74 2.63  -0.54
C: 0.53 -0.97 -5.43  -0.40
C: -5.85 -0.25 0.52  -0.80
C: 4.22 -0.96 2.44  -0.25
C: -4.98 -4.65 -4.53  -0.48
C: 0.69 -2.76 -0.49  1.01
C: 0.21 2.59 -1.14  0.75
C: -4.36 0.56 -3.17  -0.65
C: -4.09 -2.47 -4.93  -0.03
C: 1.76 1.18 3.59  -1.21
C: 2.90 1.42 1.45  -1.34
C: -3.04 0.59 -3.60  0.67
C: 2.06 0.20 -2.02  -1.22
C: -4.82 -0.99 0.01  -0.77
C: -3.49 -0.86 0.48  0.53
C: 3.02 -5.71 -2.48  -0.37
C: 4.79 -2.21 2.64  -0.77
C: -4.99 -3.47 -5.24  -0.77
H: 2.24 -0.85 -6.72  0.42
H: -2.47 -3.98 -2.38  0.20
H: -4.82 -0.39 -2.92  0.35
H: -6.85 -0.35 0.13  0.44
H: -2.99 -2.56 -0.70  0.51
H: 2.00 -3.91 3.47  0.38
H: -4.07 -5.75 -2.93  0.45
H: 1.73 -5.38 -4.17  0.45
H: 3.85 1.83 1.83  0.10
H: -6.40 1.20 2.01  0.37
H: 2.21 2.27 1.32  0.85
H: 4.42 -4.25 3.19  0.41
H: 0.90 -0.36 -8.74  0.36
H: -5.05 3.86 -3.19  0.35
H: -1.25 4.11 -1.43  0.55
H: 4.14 -5.82 -0.65  0.42
H: 2.93 0.49 -2.63  0.24
H: -5.01 -1.71 -0.77  0.40
H: -5.68 -5.44 -4.77  0.36
H: -1.44 1.85 -4.25  0.40
H: 5.85 -2.35 2.48  0.38
H: -4.12 1.46 2.87  0.45
H: -1.56 -0.14 -8.55  0.40
H: -6.11 1.69 -2.69  0.38
H: -2.64 -0.37 -6.36  0.21
H: 1.12 -1.23 -4.56  0.29
H: 1.16 0.37 -2.60  0.10
H: 3.56 3.14 -1.05  0.40
H: 1.02 1.93 3.30  0.37
H: 4.86 -0.14 2.14  0.34
H: -5.70 -3.32 -6.05  0.41
H: 1.28 0.44 4.22  0.43
H: -4.12 -1.54 -5.48  0.15
H: 4.06 1.11 -0.36  0.11
H: -2.72 3.94 -4.01  0.43
H: 3.19 -0.33 0.22  0.79
H: 2.73 -4.12 0.49  0.53
H: -0.47 -3.25 -2.49  -0.25
H: 0.39 5.94 -1.62  0.38
H: 2.14 -0.86 -1.77  0.41
H: 2.82 5.45 -1.41  0.39
H: 2.56 1.67 4.15  0.29
H: 3.65 -6.43 -2.99  0.38

(3)
Below is a single C5H7Cl2N molecule in a non-equilibrium geometry, with properties calculated with the ωB97M-V functional and the def2-TZVPD basis.

Computed properties:
- E (eV) = -31832.3212
- structure (SMILES) = NC/C(Cl)=C/C=C\Cl
- energy above the lowest of the compared OMol25 structures with the same formula, charge and spin (eV) = 0.431
- lowest unoccupied orbital energy (eV) = 0.8
- Kohn-Sham gap (eV) = 9.78
- net charge = 0

Last column: natural (NBO) charge in e.
Element x y z (Å)
Cl: 2.40 -0.65 0.65  0.01
Cl: -0.55 -1.07 -0.72  0.01
N: -3.39 -0.08 0.08  -0.82
C: 2.17 0.63 -0.46  -0.20
C: -2.24 0.20 0.88  -0.26
C: -0.14 1.40 0.10  -0.27
C: 1.13 1.45 -0.56  -0.25
C: -0.94 0.34 0.14  -0.01
H: -3.64 0.71 -0.44  0.35
H: 3.02 0.69 -1.16  0.22
H: -0.46 2.31 0.58  0.22
H: -3.27 -0.83 -0.58  0.36
H: -2.16 -0.60 1.63  0.21
H: 1.27 2.28 -1.30  0.23
H: -2.40 1.17 1.43  0.20

(4)
Below is a molecular structure, C16H33N4O2PTi in a non-equilibrium geometry, with properties calculated with the ωB97M-V functional and the def2-TZVPD basis.

Computed properties:
- E (eV) = -59573.0281
- 2S+1 = 3
- lowest unoccupied orbital energy (alpha / beta) (eV) = -5.3 / -5.6
- Kohn-Sham gap (alpha / beta) (eV) = 7.44 / 8.45
- ⟨S²⟩ = 2.0041
- net charge = +2

Last column: natural (NBO) charge in e.
Element x y z (Å)
Ti: 0.05 0.10 -0.76  1.32
P: 0.42 2.56 0.45  1.33
O: 0.60 -0.97 0.66  -0.83
O: 1.54 1.15 -1.74  -1.07
N: -1.23 1.26 -1.95  -0.62
N: -1.35 -1.33 -1.50  -0.51
N: 0.71 -1.10 2.93  -0.41
N: 1.99 -2.55 1.55  -0.41
C: 2.11 -3.62 2.52  -0.42
C: -1.04 2.61 -2.03  0.27
C: -1.85 0.59 -2.95  0.24
C: 2.40 -2.84 0.17  -0.40
C: -2.54 -1.16 -0.62  -0.43
C: -1.77 -0.92 -2.87  -0.27
C: -0.41 -0.18 3.06  -0.39
C: -0.47 3.47 1.67  -0.98
C: 2.22 2.55 0.69  -0.96
C: -0.94 -2.75 -1.48  -0.41
C: 1.09 -1.54 1.72  0.82
C: -2.41 2.65 -4.02  -0.09
C: 0.12 3.11 -1.25  -0.92
C: -2.48 1.24 -3.99  -0.26
C: -1.71 3.32 -3.02  -0.25
C: 1.45 -1.37 4.15  -0.42
H: -1.72 -3.39 -1.92  0.22
H: -2.77 -0.09 -0.51  0.23
H: 2.49 3.42 1.32  0.28
H: 1.56 -3.24 -0.44  0.20
H: -2.37 -1.61 0.36  0.22
H: 0.34 4.17 -1.35  0.28
H: -1.07 -1.29 -3.63  0.25
H: -0.18 3.13 2.69  0.26
H: -0.24 4.54 1.55  0.29
H: -0.78 -0.29 4.09  0.24
H: -0.10 0.87 2.91  0.18
H: -3.39 -1.66 -1.12  0.22
H: -0.77 -3.07 -0.45  0.21
H: -2.98 0.65 -4.76  0.25
H: 1.10 -2.29 4.66  0.23
H: -1.22 -0.44 2.36  0.22
H: 1.27 -0.54 4.85  0.23
H: 2.94 -3.46 3.23  0.22
H: 2.57 1.65 1.19  0.27
H: 2.77 2.68 -0.26  0.30
H: 3.21 -3.60 0.22  0.24
H: 1.94 1.02 -2.62  0.51
H: 2.79 -1.92 -0.30  0.22
H: -2.76 -1.36 -3.07  0.23
H: -2.91 3.20 -4.82  0.25
H: 1.14 2.26 -1.66  0.44
H: 2.54 -1.43 3.97  0.23
H: 1.18 -3.78 3.06  0.22
H: -1.61 4.41 -3.04  0.25
H: -0.01 -2.88 -2.05  0.22
H: -1.54 3.33 1.51  0.28
H: 2.32 -4.54 1.97  0.23
H: -0.27 1.28 0.68  -0.06

(5)
Below is a molecular structure, C5H10O in a non-equilibrium geometry, with properties calculated with the ωB97M-V functional and the def2-TZVPD basis.

Computed properties:
- E (eV) = -7391.3467
- energy above the lowest of the compared OMol25 structures with the same formula, charge and spin (eV) = 3.419
- lowest unoccupied orbital energy (eV) = 0.9
- Kohn-Sham gap (eV) = 9.79
- net charge = 0

Last column: natural (NBO) charge in e.
Element x y z (Å)
O: -0.76 -1.48 0.70  -0.69
C: -1.41 0.35 -1.32  -0.62
C: 1.42 -0.34 1.45  -0.60
C: -0.63 1.16 -0.26  -0.45
C: 0.57 0.24 -0.21  -0.12
C: 0.28 -1.12 0.14  0.28
H: 0.86 0.27 2.16  0.23
H: -1.19 1.15 0.68  0.23
H: 2.44 -0.07 1.28  0.22
H: -0.45 2.20 -0.57  0.22
H: 1.04 -1.81 -0.28  0.14
H: 1.43 -1.36 1.90  0.27
H: 1.25 0.45 -1.05  0.23
H: -1.05 0.50 -2.34  0.20
H: -2.47 0.55 -1.25  0.22
H: -1.33 -0.70 -1.02  0.25

(6)
Below is a molecular structure, C3H4LiO3Sn in a non-equilibrium geometry, with properties calculated with the ωB97M-V functional and the def2-TZVPD basis.

Computed properties:
- E (eV) = -15351.8749
- energy above the lowest of the compared OMol25 structures with the same formula, charge and spin (eV) = 0.000
- 2S+1 = 2
- lowest unoccupied orbital energy (alpha / beta) (eV) = -0.4 / -0.8
- Kohn-Sham gap (alpha / beta) (eV) = 6.46 / 6.03
- ⟨S²⟩ = 0.7539
- net charge = 0

Last column: natural (NBO) charge in e.
Element x y z (Å)
Sn: -0.78 2.46 0.10  0.75
O: 0.23 -0.99 0.81  -0.47
O: -0.68 0.92 1.43  -0.71
O: 0.09 0.75 -0.61  -0.85
C: 1.00 -1.68 -0.13  0.07
C: 0.45 -2.56 -0.96  -0.42
C: -0.12 0.26 0.54  0.97
Li: 0.49 -0.17 -2.24  0.75
H: 2.07 -1.48 -0.06  0.22
H: 1.89 -0.97 -2.96  -0.78
H: -0.62 -2.77 -0.95  0.21
H: 1.09 -3.12 -1.64  0.26

(7)
Below is a gas-phase ion, C3H6NO2 (charge -1) in a non-equilibrium geometry, with properties calculated with the ωB97M-V functional and the def2-TZVPD basis.

Computed properties:
- E (eV) = -8794.5335
- structure (SMILES) = C[C@H](N)C(=O)[O-]
- energy above the lowest of the compared OMol25 structures with the same formula, charge and spin (eV) = 0.683
- lowest unoccupied orbital energy (eV) = 4.4
- Kohn-Sham gap (eV) = 8.27
- net charge = -1

Last column: natural (NBO) charge in e.
Element x y z (Å)
O: 0.59 1.41 -1.71  -0.83
O: 2.26 0.73 -0.32  -0.75
N: -1.31 0.84 0.13  -0.87
C: 1.10 0.86 -0.65  0.76
C: 0.00 0.26 0.30  -0.16
C: 0.11 -1.29 0.34  -0.61
H: 1.06 -1.56 0.67  0.22
H: -0.01 -1.77 -0.69  0.20
H: -0.61 -1.66 1.15  0.17
H: -1.40 1.49 -0.64  0.40
H: -2.10 0.08 0.12  0.33
H: 0.30 0.61 1.29  0.16